# 1
11
Properties=species:S:1:pos:R:3 method="wB97M-V/def2-TZVPD" multiplicity=1 gap_ha="0.282 / 0.282" e_above_lowest_kcal_mol=100.3
C -0.19 -0.14 -0.42
C 0.93 -0.83 -1.34
N 0.29 -0.11 0.84
N -1.13 1.01 2.13
O -1.33 0.03 -0.74
Cl -1.20 2.44 1.46
H 1.06 -1.78 -0.91
H 0.33 -0.96 -2.31
H 1.79 -0.23 -1.35
H 1.32 0.23 0.87
H -1.87 0.35 1.76

=====

# 2
17
Properties=species:S:1:pos:R:3 method="wB97M-V/def2-TZVPD" multiplicity=1 gap_ha=0.322 e_above_lowest_kcal_mol=191.0
C 0.51 -0.63 0.54
C -1.09 -0.72 0.94
C -0.63 -0.94 -0.46
C -0.65 0.36 -1.26
C -0.35 1.35 -0.13
C 1.10 0.64 -0.19
H 1.24 -0.68 2.23
H -1.22 -1.64 1.69
H -1.47 0.28 1.10
H -0.85 -1.92 -0.80
H -1.42 0.85 -1.98
H -0.77 1.63 0.99
H -0.31 2.27 -0.72
H 2.20 0.83 0.11
H 1.22 -0.69 -1.63
N 0.95 0.36 -1.52
O 1.55 -1.34 1.12

=====

# 3
63
Properties=species:S:1:pos:R:3 method="wB97M-V/def2-TZVPD" multiplicity=1 charge=-2 gap_ha=0.215 e_above_lowest_kcal_mol=4.8
Rb -0.67 -0.32 -0.41
N -3.72 -0.45 -0.71
C -3.46 -1.47 -1.74
C -2.42 -2.47 -1.20
O -2.61 -2.83 0.01
N -1.45 -2.76 -2.02
C -0.49 -3.77 -1.56
C 0.94 -3.29 -1.23
O 1.87 -4.10 -1.42
O 1.07 -2.13 -0.74
H -4.65 -0.07 -0.80
H -3.68 -0.95 0.17
H -4.36 -2.05 -1.99
H -3.09 -1.02 -2.66
H -0.85 -4.27 -0.65
H -0.38 -4.54 -2.33
Cl -3.85 -0.92 6.55
C -3.00 -0.19 5.20
C -3.02 1.16 5.05
C -2.36 1.76 3.97
I -2.47 3.84 3.76
C -1.64 1.06 3.00
O -1.08 1.59 1.99
C -1.59 -0.40 3.22
N -0.87 -1.11 2.34
C -0.84 -2.42 2.42
C -1.54 -3.13 3.42
C -2.25 -2.43 4.35
C -2.29 -1.01 4.29
H -3.57 1.77 5.76
H -0.26 -2.94 1.67
H -1.52 -4.21 3.42
H -2.79 -2.93 5.14
C 3.98 0.37 2.38
Se 2.61 -0.70 1.50
C 3.80 -1.55 0.22
C 4.24 -0.64 -0.92
Se 2.78 -0.11 -2.11
C 3.82 1.33 -2.91
H 4.75 -0.27 2.80
H 3.49 0.92 3.19
H 4.42 1.09 1.70
H 3.26 -2.41 -0.16
H 4.69 -1.88 0.77
H 4.98 -1.15 -1.53
H 4.68 0.28 -0.54
H 4.11 2.07 -2.16
H 3.20 1.82 -3.66
H 4.72 0.94 -3.40
C 1.38 3.48 -0.74
N 0.06 3.20 -0.22
C -1.10 3.69 -0.71
S -1.18 4.79 -2.00
N -2.19 3.22 -0.09
C -3.54 3.61 -0.42
H 1.89 4.23 -0.14
H 1.29 3.86 -1.75
H 1.97 2.56 -0.74
H -0.01 2.58 0.58
H -2.04 2.63 0.73
H -3.72 3.52 -1.49
H -3.74 4.65 -0.13
H -4.21 2.95 0.12

=====

# 4
11
Properties=species:S:1:pos:R:3 method="wB97M-V/def2-TZVPD" multiplicity=1 gap_ha=0.313 e_above_lowest_kcal_mol=64.2
C -1.35 -0.91 -0.23
C 1.18 1.40 -0.15
C -0.35 0.04 0.37
N -0.12 1.27 -0.23
C 1.60 0.06 0.16
O 2.42 -0.76 -0.06
H 1.75 2.32 -0.20
H -0.31 0.06 1.46
H -1.23 -1.90 0.22
H -2.37 -0.57 -0.03
H -1.21 -0.99 -1.30

=====

# 5
63
Properties=species:S:1:pos:R:3 method="wB97M-V/def2-TZVPD" multiplicity=1 gap_ha=0.366
N 0.41 -0.25 -0.18
H -0.58 -0.30 -0.53
H 0.36 -0.35 0.87
H 0.78 0.67 -0.48
H 0.98 -0.98 -0.62
As 4.04 -1.93 -1.18
F 3.68 -1.16 -2.68
F 2.32 -2.15 -0.89
F 4.36 -2.63 0.36
F 5.72 -1.72 -1.47
F 4.10 -0.35 -0.41
F 4.07 -3.45 -1.96
C 1.92 3.61 -2.34
C 2.58 2.65 -1.39
C 2.24 2.92 0.06
O 0.88 2.61 0.29
C 0.43 2.94 1.59
N 2.25 1.25 -1.72
H 2.20 3.39 -3.37
H 2.23 4.64 -2.12
H 0.84 3.57 -2.24
H 3.68 2.75 -1.40
H 2.42 3.99 0.23
H 2.91 2.31 0.69
H -0.59 2.57 1.68
H 0.42 4.02 1.76
H 1.03 2.39 2.33
H 2.87 0.69 -1.10
H 2.71 1.01 -2.59
C -1.67 1.78 -2.17
C -2.52 1.22 -1.05
C -4.00 1.52 -1.28
O -4.73 0.82 -0.29
C -6.12 1.05 -0.38
N -2.30 -0.25 -0.94
H -0.63 1.47 -2.13
H -1.67 2.87 -2.20
H -2.05 1.41 -3.13
H -2.30 1.69 -0.09
H -4.32 1.27 -2.30
H -4.18 2.60 -1.14
H -6.50 1.00 -1.41
H -6.38 2.03 0.05
H -6.65 0.28 0.18
H -3.16 -0.61 -0.51
H -2.42 -0.64 -1.88
C -1.32 -2.30 2.32
C 0.14 -2.25 2.81
C 1.03 -3.25 2.11
O 0.84 -4.56 2.62
C -0.11 -5.34 1.92
N 0.65 -0.87 2.57
H -1.81 -3.18 2.74
H -1.36 -2.40 1.23
H -1.89 -1.41 2.59
H 0.09 -2.50 3.87
H 2.07 -3.02 2.40
H 1.12 -3.16 1.02
H 0.17 -6.39 2.06
H -0.08 -5.18 0.83
H -1.13 -5.23 2.29
H 0.28 -0.28 3.32
H 1.65 -0.86 2.79

=====

# 6
73
Properties=species:S:1:pos:R:3 method="wB97M-V/def2-TZVPD" multiplicity=1 charge=+1 gap_ha=0.261
Br -0.14 2.52 -0.77
C -0.58 0.84 -1.63
C 0.36 -0.17 -1.02
N -0.22 -1.27 -0.81
C -1.59 -1.21 -1.34
C -1.89 0.26 -1.05
I -3.74 0.94 -1.77
H -0.58 0.86 -2.71
H 1.38 0.03 -0.75
H 0.19 -2.07 -0.33
H -1.45 -1.26 -2.41
H -2.30 -1.98 -1.08
H -1.79 0.37 0.02
C 2.57 -2.02 4.11
C 2.29 -1.92 2.63
O 0.93 -2.18 2.27
C -0.04 -1.31 2.84
C 0.16 0.14 2.45
H 2.29 -3.00 4.49
H 3.63 -1.85 4.31
H 2.01 -1.27 4.69
H 2.88 -2.67 2.10
H 2.62 -0.94 2.24
H -0.08 -1.43 3.93
H -1.00 -1.67 2.46
H 1.11 0.55 2.81
H -0.64 0.76 2.85
H 0.16 0.23 1.36
C -1.95 -6.55 1.16
C -2.56 -5.16 1.27
O -2.92 -4.58 0.02
C -3.87 -5.30 -0.75
C -5.21 -5.49 -0.06
H -1.07 -6.53 0.52
H -1.66 -6.91 2.14
H -2.65 -7.27 0.73
H -1.83 -4.48 1.71
H -3.42 -5.17 1.94
H -3.46 -6.27 -1.07
H -4.02 -4.71 -1.66
H -5.12 -6.08 0.85
H -5.91 -6.00 -0.72
H -5.64 -4.52 0.22
C 5.40 2.54 0.26
C 4.52 2.32 1.48
O 4.60 1.01 2.02
C 5.88 0.60 2.47
C 6.46 1.47 3.57
H 5.15 1.82 -0.53
H 5.25 3.55 -0.14
H 6.46 2.43 0.49
H 3.47 2.45 1.19
H 4.73 3.07 2.25
H 6.58 0.53 1.63
H 5.74 -0.42 2.85
H 6.63 2.49 3.24
H 7.42 1.06 3.90
H 5.78 1.50 4.43
C -1.96 3.54 -4.40
C -1.80 4.75 -3.49
O -1.58 5.96 -4.18
C -2.60 6.37 -5.08
C -3.95 6.60 -4.41
H -1.09 3.43 -5.04
H -2.09 2.63 -3.80
H -2.84 3.63 -5.04
H -0.92 4.62 -2.87
H -2.65 4.85 -2.81
H -2.69 5.67 -5.91
H -2.25 7.31 -5.50
H -4.35 5.68 -3.98
H -4.67 6.96 -5.15
H -3.87 7.33 -3.62

=====

# 7
18
Properties=species:S:1:pos:R:3 method="wB97M-V/def2-TZVPD" multiplicity=1 gap_ha=0.375 e_above_lowest_kcal_mol=86.7 smiles=C#C[C@]1(C#N)[C@H](O)[C@@H]1N.O
C -1.30 2.78 0.40
C -0.49 2.25 -0.34
C 0.49 1.68 -1.22
C 0.55 0.23 -1.26
N 0.71 -0.91 -1.37
C 1.84 2.44 -1.42
O 2.00 3.63 -0.77
C 0.85 2.42 -2.53
N 0.20 3.67 -2.74
H -1.98 3.30 1.04
H 2.74 1.83 -1.46
H 1.37 4.26 -1.19
H 1.05 1.77 -3.38
H 0.54 4.12 -3.58
H -0.81 3.59 -2.81
O -0.44 -2.56 0.90
H -0.28 -1.63 1.16
H 0.08 -2.70 0.09

=====

# 8
19
Properties=species:S:1:pos:R:3 method="wB97M-V/def2-TZVPD" multiplicity=1 gap_ha=0.381 e_above_lowest_kcal_mol=27.4 smiles=OC1CCCC1.O
O 0.66 -1.02 -1.02
C 0.51 -0.78 0.37
C -0.07 0.65 0.56
C -1.56 0.60 0.56
C -1.87 -0.99 0.65
C -0.58 -1.69 0.91
H 1.23 -0.27 -1.27
H 1.50 -0.83 0.84
H 0.39 1.40 -0.11
H 0.20 0.91 1.60
H -1.87 1.02 -0.41
H -1.98 1.25 1.36
H -2.17 -1.39 -0.34
H -2.65 -1.28 1.38
H -0.56 -2.74 0.56
H -0.56 -1.70 2.02
O 2.83 2.39 -2.30
H 3.73 2.06 -2.06
H 2.83 2.41 -3.29

=====

# 9
85
Properties=species:S:1:pos:R:3 method="wB97M-V/def2-TZVPD" multiplicity=1 gap_ha=0.213
C 3.72 -2.92 3.05
C 2.44 -3.30 2.32
O 2.06 -2.18 1.53
C 0.80 -2.30 0.90
C 0.88 -1.99 -0.59
P 0.11 -0.38 -1.19
O -1.39 -1.01 -0.65
C -2.40 -0.15 -0.19
C -3.32 -0.86 0.81
C -3.50 -2.32 0.40
C -4.70 -0.18 0.89
C -5.38 -0.50 2.25
C -4.66 1.34 0.69
C 0.00 -1.20 -3.05
I -1.86 -2.26 -3.38
C 1.06 -2.08 -3.74
C 1.13 -3.60 -3.45
I 3.06 -1.28 -3.79
P -1.00 1.37 -2.27
O -2.14 0.87 -3.09
O 0.00 2.22 -3.21
O -1.53 2.54 -1.28
O 0.24 0.40 0.33
C 1.29 1.31 0.61
C 1.93 0.87 1.93
C 1.05 0.45 3.08
O 1.45 -0.19 3.97
Cl -0.68 0.94 3.15
C 0.63 2.71 0.78
C 1.07 3.62 1.92
C 2.49 4.19 1.79
O 0.14 4.72 1.89
C 2.24 1.20 -0.68
I 4.16 0.00 -0.23
B 2.86 2.59 -1.27
O 2.06 3.54 -1.89
O 4.19 2.81 -1.20
C 4.73 4.07 -1.58
O 1.61 0.44 -1.62
H 4.43 -2.51 2.32
H 4.18 -3.78 3.53
H 3.52 -2.13 3.78
H 2.65 -4.14 1.65
H 1.66 -3.55 3.04
H 0.49 -3.35 1.02
H 0.05 -1.71 1.43
H 1.91 -2.12 -0.94
H 0.24 -2.74 -1.06
H -3.03 0.16 -1.03
H -2.00 0.74 0.30
H -2.87 -0.79 1.81
H -4.27 -2.79 1.03
H -2.58 -2.89 0.51
H -3.84 -2.30 -0.65
H -5.36 -0.59 0.11
H -6.41 -0.83 2.13
H -4.81 -1.24 2.81
H -5.39 0.40 2.87
H -4.59 1.60 -0.37
H -5.57 1.80 1.06
H -3.81 1.80 1.20
H -0.12 -0.37 -3.75
H 0.84 -2.00 -4.80
H 0.94 -4.15 -4.37
H 0.42 -3.92 -2.69
H 2.13 -3.89 -3.12
H 0.61 1.67 -3.72
H -1.78 3.30 -1.83
H 2.65 1.61 2.29
H 2.53 -0.02 1.78
H -0.43 2.54 0.89
H 0.69 3.32 -0.12
H 0.99 3.17 2.91
H 2.45 5.25 2.03
H 3.17 3.73 2.50
H 2.90 4.09 0.78
H -0.25 4.82 2.76
H 1.78 4.27 -1.34
H 4.60 4.24 -2.65
H 5.79 4.04 -1.36
H 4.29 4.88 -1.00
O -3.28 -4.81 -1.24
H -2.75 -4.31 -1.92
H -3.54 -5.70 -1.55
H -4.05 -4.27 -0.94

=====

# 10
15
Properties=species:S:1:pos:R:3 method="wB97M-V/def2-TZVPD" multiplicity=1 gap_ha=0.349 e_above_lowest_kcal_mol=42.1 smiles="C=C(O)C1(O)CC1"
C 1.27 0.39 -1.31
C 0.95 -0.23 -0.18
O 1.90 -0.80 0.62
C -0.39 -0.33 0.46
O -0.48 -1.30 1.46
C -1.63 -0.09 -0.34
C -1.16 0.96 0.63
H 0.53 0.76 -1.99
H 2.31 0.56 -1.56
H 2.72 -0.84 0.11
H 0.43 -1.45 1.77
H -2.49 -0.68 -0.05
H -1.54 0.09 -1.40
H -0.71 1.87 0.23
H -1.71 1.08 1.55

=====

# 11
70
Properties=species:S:1:pos:R:3 method="wB97M-V/def2-TZVPD" multiplicity=2 charge=-1 gap_ha="0.152 / 0.130" e_above_lowest_kcal_mol=0.0
Ti -0.36 -1.04 1.23
P -0.39 -2.78 -0.32
C 0.74 -3.21 -1.68
C -0.13 -3.95 1.17
C -2.09 -3.02 -0.94
C 2.02 -2.34 -1.71
H 0.17 -2.95 -2.59
C 1.09 -4.68 -1.70
H 1.79 -4.92 -0.91
H 1.58 -4.94 -2.64
H 0.24 -5.34 -1.60
H 1.81 -1.26 -1.85
H 2.65 -2.67 -2.55
H 2.61 -2.45 -0.79
H -2.11 -2.38 -1.84
C -3.23 -2.55 -0.03
C -2.27 -4.47 -1.41
H -1.60 -4.71 -2.24
H -3.30 -4.65 -1.76
H -2.08 -5.19 -0.59
H -2.96 -1.71 0.64
H -3.65 -3.36 0.58
H -4.05 -2.16 -0.67
C 1.35 -4.01 1.60
H -0.43 -4.96 0.85
C -1.02 -3.53 2.35
H 2.03 -4.32 0.80
H 1.45 -4.73 2.42
H 1.69 -3.04 1.98
H -0.77 -2.51 2.74
H -0.82 -4.24 3.17
H -2.09 -3.58 2.13
Cl 1.76 -0.54 2.11
H 0.57 -0.22 -0.18
H -0.37 -0.18 -0.43
P 0.64 3.19 -0.29
C -0.72 3.55 -1.45
C 0.68 4.09 1.38
C 2.26 2.86 -1.11
C -1.98 2.64 -1.30
H -0.28 3.34 -2.44
C -0.97 5.03 -1.26
H -1.49 5.21 -0.31
H -1.60 5.40 -2.07
H -0.02 5.59 -1.28
H -1.76 1.59 -1.57
H -2.79 2.99 -1.97
H -2.37 2.65 -0.27
H 1.98 2.29 -2.01
C 3.26 1.97 -0.32
C 2.66 4.28 -1.49
H 1.95 4.69 -2.23
H 3.64 4.26 -1.97
H 2.70 4.94 -0.62
H 2.74 1.21 0.28
H 3.92 2.54 0.34
H 3.90 1.43 -1.02
C -0.66 3.93 2.09
H 0.87 5.13 1.10
C 1.80 3.50 2.25
H -1.53 4.26 1.52
H -0.67 4.49 3.04
H -0.81 2.86 2.33
H 1.62 2.42 2.37
H 1.78 3.96 3.25
H 2.81 3.66 1.84
O -3.01 1.92 1.93
C -2.91 0.71 1.97
O -1.86 0.02 1.54
H -3.66 0.02 2.39

=====

# 12
19
Properties=species:S:1:pos:R:3 method="wB97M-V/def2-TZVPD" multiplicity=1 gap_ha=0.341 e_above_lowest_kcal_mol=26.9 smiles=CCSSCC.O
C -1.84 -2.85 0.75
C -1.71 -2.58 -0.76
S 0.02 -2.07 -1.22
S 0.36 -0.28 0.06
C -0.07 1.12 -1.03
C 1.10 2.01 -1.65
H -2.52 -3.64 0.77
H -2.28 -2.02 1.31
H -0.84 -3.08 1.09
H -2.49 -1.91 -1.21
H -1.85 -3.48 -1.40
H -0.72 0.67 -1.81
H -0.86 1.82 -0.54
H 1.16 1.67 -2.68
H 2.11 1.88 -1.22
H 0.82 3.04 -1.67
O 1.64 5.75 4.18
H 2.42 5.17 4.01
H 0.90 5.23 4.61